2 unconnected molecules or ions with the total composition C4H4NO4S2 at a distorted geometry, computed with ωB97M-V/def2-TZVPD.

Properties
**Calculated total energy**: -1306.84746 a.u.
**LUMO level (spin up / spin down)**: 2.72 / 2.99 eV
**HOMO (spin up / spin down)**: -0.1397 / -0.1630 Eh
**Net charge**: -1
**2S+1**: 1
**Energy relative to the best compared isomer or geometry (same formula, charge and spin)**: 187.8 kJ/mol

The geometry in XYZ format:
```
15
Properties=species:S:1:pos:R:3:lowdin_charge:R:1
C 0.733 0.448 0.079 -0.250
C -1.893 0.869 -0.107 -0.190
C 0.992 -0.828 -0.605 -0.403
C 2.855 0.707 0.536 -0.524
N 1.516 1.211 0.595 -0.033
O -2.353 -1.836 0.010 -0.345
O -2.206 1.970 0.039 0.082
O -3.876 -0.331 -1.200 -0.362
O -3.516 -0.083 1.323 -0.351
S 2.928 -0.919 -0.445 0.678
S -3.064 -0.585 0.013 0.429
H 0.496 -1.698 -0.280 0.034
H 0.707 -0.805 -1.700 0.086
H 3.635 1.511 0.174 0.097
H 3.046 0.367 1.568 0.051
```

=====

2 unconnected molecules or ions with the total composition C4H4O at a distorted geometry, computed with ωB97M-V/def2-TZVPD.

Properties
**Calculated total energy**: -229.70397 a.u.
**LUMO level (spin up / spin down)**: -0.46 / -0.47 eV
**HOMO (spin up / spin down)**: -0.3759 / -0.2884 Eh
**2S+1**: 1
**Energy relative to the best compared isomer or geometry (same formula, charge and spin)**: 850.6 kJ/mol

The geometry in XYZ format:
```
9
Properties=species:S:1:pos:R:3:lowdin_charge:R:1
C 2.344 0.267 0.315 0.160
C 1.136 -0.010 0.000 -0.336
C 0.054 -0.871 -0.750 -0.002
C -0.242 0.342 -0.052 -0.345
O -0.964 1.414 -0.248 0.103
H 0.049 -0.914 -1.836 0.111
H -0.112 -1.818 -0.257 0.101
H -1.574 -0.570 2.518 0.067
H -0.692 2.159 0.310 0.141
```

=====

A molecular structure, C4H4O at a distorted geometry, computed with ωB97M-V/def2-TZVPD.

Properties
**Calculated total energy**: -229.82326 a.u.
**LUMO level**: -0.61 eV
**HOMO**: -0.3212 Eh
**2S+1**: 1
**Energy relative to the best compared isomer or geometry (same formula, charge and spin)**: 537.4 kJ/mol

The geometry in XYZ format:
```
9
Properties=species:S:1:pos:R:3:lowdin_charge:R:1
C 0.183 1.151 2.360 0.165
C 0.006 0.475 1.392 -0.126
C -0.398 -0.443 0.435 -0.065
C -0.062 -0.541 -1.558 -0.173
O 0.663 -0.632 -0.410 -0.119
H 0.375 1.761 3.207 0.039
H -1.134 -0.756 -1.186 0.102
H 0.177 0.383 -2.062 0.094
H 0.188 -1.399 -2.178 0.084
```